C8H12Cl2N3O | wB97M-V/def2-TZVPD

The geometry in XYZ format:
```
26
Properties=species:S:1:pos:R:3:forces:R:3
C 0.52900 -0.97365 -0.72981 0.9 -1.2 -1.5
C 1.60217 1.22016 -0.69216 -2.8 -1.9 -3.0
C -2.84101 1.15034 -0.00663 -1.4 -0.5 -0.7
C -2.57556 -0.12415 -0.22319 0.9 -1.9 -0.4
C 3.48870 -0.38902 -0.45983 -0.7 1.2 0.0
C -0.21764 -1.66630 0.15984 2.3 -0.3 -1.3
C -2.33872 -1.11981 0.95540 -1.4 1.6 -0.9
C -0.87200 -1.14049 1.39338 -1.2 -2.0 -1.3
N 0.67020 0.36490 -0.85675 0.0 3.6 1.0
N 2.88061 0.77646 -0.36373 2.4 -0.6 2.0
N 1.48793 2.57132 -0.89182 3.3 -0.9 1.5
O -0.39444 0.07632 1.79826 0.1 0.5 0.1
Cl 4.59743 -0.85708 0.70447 -0.2 0.1 -0.5
Cl -0.25685 -3.36376 -0.25257 -0.4 0.2 0.7
H 0.93717 -1.46975 -1.65571 -0.6 -0.1 1.2
H -3.30376 1.66467 -0.83334 0.6 0.8 -0.2
H -3.02512 1.51789 0.98075 0.1 0.3 0.5
H -2.48038 -0.53744 -1.28960 -0.3 0.7 1.7
H 3.34383 -0.99444 -1.34181 -0.2 -0.3 0.1
H -2.97601 -0.73704 1.75333 0.2 -0.2 0.3
H -2.77270 -2.07624 0.64606 0.6 -0.1 0.2
H -0.78717 -1.90133 2.13715 0.4 -0.3 1.0
H 3.16669 1.34349 0.42475 0.7 0.0 0.4
H 0.70046 2.86258 -1.32553 -3.3 0.8 -1.3
H 2.27537 3.13006 -1.21444 0.1 -0.6 0.3
H -0.83822 0.67235 1.18353 0.1 0.8 0.0
```
Positions in Å, forces in eV/Å.

Results
SMILES: C=CC[C@H](O)\C(Cl)=C/N=C(N)\[NH+]=C\Cl
ΔE to the lowest compared entry with this formula, charge and spin, kcal/mol: 43.31
Gap between HOMO and LUMO (spin up / spin down), eV: 6.0 / 6.0
Charge: +1


C18H49Li3N4O5 | wB97M-V/def2-TZVPD

The geometry in XYZ format:
```
79
Properties=species:S:1:pos:R:3:forces:R:3
Li -2.55651 -0.07028 3.39934 0.4 0.1 -0.8
Li -0.27371 -1.92107 2.41099 -0.3 0.7 -0.9
Li -3.06703 -2.27513 1.31753 0.5 0.6 0.1
C -0.11975 1.21355 0.53424 -1.4 -0.9 -0.9
C -1.44610 0.41281 0.51362 0.9 0.3 0.7
O -1.51661 -0.48155 1.59820 -1.1 -1.4 1.2
H -0.31963 1.84929 -0.32831 0.9 0.5 0.0
H 0.66101 0.48411 0.31878 0.3 0.3 0.0
H 0.09766 1.78145 1.43884 -0.2 -0.1 0.0
H -1.51500 -0.08169 -0.45531 0.3 -0.4 -0.2
H -2.28830 1.10165 0.44808 -0.3 0.3 0.5
C -5.08584 2.57529 4.11697 -0.5 0.2 -1.3
C -3.66700 2.67453 3.47166 -1.6 2.2 2.2
C -3.06142 4.03329 3.80133 0.3 1.2 0.3
O -1.74260 4.22536 3.29768 -0.3 -0.4 -2.0
C -1.59954 4.26598 1.83358 0.5 0.3 0.9
N -2.92770 1.72947 4.28810 1.0 -1.9 -1.1
H -5.51897 1.59567 3.91488 0.2 -0.3 0.2
H -5.86292 3.23026 3.72294 0.4 0.4 -0.2
H -5.05199 2.74796 5.19267 0.2 0.0 0.0
H -3.67815 2.66943 2.38173 0.1 -1.2 0.0
H -2.84929 4.20512 4.85659 -0.5 -0.6 0.4
H -3.75881 4.84287 3.58614 0.0 0.2 -0.8
H -0.52372 4.25442 1.65875 -0.1 0.0 0.1
H -1.97676 5.18401 1.38301 -0.3 0.2 0.3
H -2.02292 3.42582 1.28313 -0.2 -0.2 0.4
H -3.43988 1.66390 5.15613 0.4 -0.1 0.2
H -2.02057 2.13749 4.46341 0.4 -0.1 0.2
C 0.48303 -2.30421 -3.22849 -0.6 -1.6 1.0
C 1.47230 -2.55424 -2.05264 -0.3 0.6 -1.3
C 1.54738 -4.02525 -1.45879 -2.3 2.9 -2.0
O 2.63685 -4.03396 -0.62876 1.0 -0.2 0.5
C 3.12606 -5.33117 -0.55380 0.7 -1.8 1.1
N 2.76796 -2.10328 -2.57724 0.5 -0.5 0.5
H -0.48381 -2.76975 -3.03725 -0.2 -0.4 0.3
H 0.87662 -2.83309 -4.09652 0.0 0.6 -0.3
H 0.17206 -1.26858 -3.36589 0.9 0.2 -0.3
H 1.18209 -1.82411 -1.29714 -0.3 -0.4 0.8
H 1.46015 -4.80097 -2.21954 1.1 0.0 -0.4
H 0.57422 -4.18238 -0.99362 -0.1 0.1 1.0
H 2.47455 -5.93137 0.08134 -0.7 -0.5 -0.6
H 4.04079 -5.50357 0.01332 0.5 1.2 -0.1
H 3.31821 -5.76380 -1.53564 -0.4 -0.1 0.0
H 3.45500 -2.23367 -1.84849 0.3 -0.3 0.1
H 2.75293 -1.09773 -2.67068 -0.3 0.2 -0.4
C 1.97401 -2.92939 3.69952 0.8 0.7 1.1
C 2.43777 -1.97001 2.58919 2.0 -1.5 3.6
C 3.89608 -2.24185 2.20469 -0.4 -0.2 -0.5
O 4.23098 -1.21259 1.29511 2.4 -1.2 -0.9
C 5.53549 -1.55743 0.62609 -1.6 0.0 0.2
N 1.52510 -2.24019 1.58307 -1.3 1.0 -3.1
H 0.90601 -2.87110 3.90948 -0.3 -0.2 -0.4
H 2.34851 -2.63683 4.68046 0.6 -0.3 0.0
H 2.26827 -3.94874 3.44968 -0.2 -0.1 0.2
H 2.46607 -0.95751 2.99187 -0.7 0.3 -0.4
H 4.00691 -3.20549 1.70749 -0.5 -0.4 -0.4
H 4.58674 -2.37851 3.03681 0.0 0.8 0.5
H 5.62372 -2.58211 0.26507 -0.9 -0.5 0.3
H 6.36307 -1.50169 1.33327 0.0 0.9 -0.2
H 5.55128 -1.01143 -0.31717 0.5 0.7 0.6
H 1.71985 -3.14512 1.17902 0.0 -0.8 0.2
H 1.83335 -1.69269 0.79230 -0.4 0.6 -0.6
C 0.05062 3.44753 -5.59605 -0.2 0.8 -0.1
C -0.48907 2.88065 -4.27768 -0.5 0.9 0.0
C -1.79584 2.09885 -4.49764 0.7 0.1 0.0
O -2.34390 1.50098 -3.34510 1.3 0.0 0.1
C -3.63569 0.97105 -3.53096 -0.1 0.6 1.3
N 0.58560 2.15692 -3.67570 0.7 -1.4 0.8
H 0.49594 4.43382 -5.46564 0.2 0.0 0.5
H -0.72486 3.68643 -6.32383 -0.1 -0.6 -0.2
H 0.85617 2.83942 -6.00763 -0.4 -0.3 -0.1
H -0.70984 3.70936 -3.60491 -0.6 0.4 -0.1
H -1.58085 1.30400 -5.21185 -0.2 0.1 -0.5
H -2.51820 2.84417 -4.83049 0.0 -0.1 -0.7
H -4.23302 1.63095 -2.90181 -0.8 -0.3 -0.1
H -3.63116 -0.02330 -3.08447 -0.3 -0.2 -0.3
H -4.04839 0.99828 -4.53945 0.4 -0.2 -0.1
H 1.37673 2.77093 -3.54458 0.2 0.2 -0.4
H 0.34819 1.91979 -2.72306 -0.3 -0.3 0.2
```
Positions in Å, forces in eV/Å.

Results
Expectation value of S²: 0.751
Spin multiplicity: 2
Gap between HOMO and LUMO (spin up / spin down), eV: 4.6 / 7.9
Charge: +1


C4H5F2N | wB97M-V/def2-TZVPD

The geometry in XYZ format:
```
12
Properties=species:S:1:pos:R:3:forces:R:3
C 1.21729 -0.67602 -0.88252 -2.1 1.3 -2.1
C -0.55142 0.42165 0.73909 -1.2 1.1 -2.0
C -0.47668 0.87796 -0.87628 0.8 -0.4 4.6
C 0.19907 -0.77914 1.08804 -7.2 -1.1 0.1
N 0.70300 0.32166 -1.42810 1.6 -0.7 -0.5
F 2.10882 -1.43654 -1.33826 2.6 -1.2 -1.3
F -0.52858 -1.98481 0.89800 2.0 1.7 0.0
H -0.06839 1.16326 1.38025 -0.5 0.5 -0.3
H -1.69798 0.45764 0.75325 1.5 -0.6 1.4
H -1.36179 0.47098 -1.25805 -1.0 -0.5 -1.2
H -0.53468 1.94862 -0.76156 0.3 0.4 -0.9
H 0.99135 -0.78525 1.68614 3.2 -0.7 2.2
```
Positions in Å, forces in eV/Å.

Results
Expectation value of S²: 2.008
Spin multiplicity: 3
ΔE to the lowest compared entry with this formula, charge and spin, kcal/mol: 38.31
Gap between HOMO and LUMO (spin up / spin down), eV: 7.2 / 8.5


CHO3S3 | wB97M-V/def2-TZVPD

The geometry in XYZ format:
```
8
Properties=species:S:1:pos:R:3:forces:R:3
C -0.86543 1.17036 0.33008 -0.1 1.2 -1.0
O 4.74073 -1.06079 -0.85301 -0.5 2.1 0.8
O 1.12395 2.53998 0.71559 2.4 1.3 1.4
O 5.31862 0.43022 1.05860 -1.8 -0.2 -2.8
S -2.27551 0.42807 -0.09977 -0.4 -0.4 -0.5
S 0.22756 2.23564 -0.42070 -2.1 -1.8 -0.7
S 4.55024 0.24394 -0.20223 2.1 -1.9 2.0
H -0.58201 1.22599 1.36250 0.3 -0.4 0.7
```
Positions in Å, forces in eV/Å.

Results
ΔE to the lowest compared entry with this formula, charge and spin, kcal/mol: 38.47
Gap between HOMO and LUMO (spin up / spin down), eV: 3.9 / 3.9
Charge: -1